# C5H10N

The ion C5H10N with charge +1 at a distorted geometry (ωB97M-V/def2-TZVPD, OMol25).

Positions of all 16 atoms, in Å:
N 0.4731 0.8210 0.8643
C -0.0997 -0.7954 -1.0138
C 0.2988 -0.5159 0.3777
C 0.8613 1.8475 0.2271
C 0.0617 -1.4922 1.3417
C -1.3347 0.0634 -1.5317
H -2.0863 -0.6165 -1.8400
H -0.2159 -1.2731 2.4254
H 1.2297 2.6210 0.7754
H -1.2023 0.6800 -2.3958
H 0.8377 0.6986 1.8548
H -0.3950 -1.7911 -1.0530
H 0.7069 -0.7019 -1.7451
H -1.9436 0.5705 -0.7732
H 0.8277 1.9629 -0.8236
H 0.2054 -2.5420 1.1194

Atoms 1-6, force components in eV/Å:
2.0 -2.0 1.5
0.3 2.4 -1.7
-2.4 -2.2 2.2
-0.9 -1.0 -0.6
0.7 2.3 0.3
-0.2 -0.6 1.2

Results
Net charge: +1
Electronic energy, hartree: -250.92694
Orbital gap, eV: 8.7
Energy above the lowest of the compared OMol25 structures with the same formula, charge and spin, kJ/mol: 205.72
HOMO energy, eV: -14.232
SMILES string: C=[NH+]C(=C)CC

---

# C6H11NSi

An isolated molecule of C6H11NSi at a distorted geometry (ωB97M-V/def2-TZVPD, OMol25).

Positions of all 19 atoms, in Å:
Si -0.0012 0.1807 -0.0351
N -0.5841 0.4760 2.7754
C -3.3247 -0.5795 0.9448
C -2.3038 -0.1721 1.4072
C 1.8503 -0.0773 0.6337
C -0.9636 0.2159 1.6214
C -0.7407 -1.4972 -0.5835
C -0.3161 1.7431 -1.1192
H -1.5629 -1.7940 -0.0604
H -1.1758 1.6057 -1.8536
H 2.2193 -0.7968 -0.0848
H 1.9083 -0.6414 1.6120
H -0.6671 2.4382 -0.3433
H -1.0409 -1.4924 -1.6342
H 2.5062 0.7963 0.4142
H 0.0938 -2.2305 -0.5336
H 0.4327 2.2346 -1.7085
H 0.4731 0.6881 2.7849
H -4.2987 -0.8985 0.6791

Atoms 1-6, force components in eV/Å:
0.8 -0.6 0.6
6.0 2.4 3.0
-2.3 -0.6 -0.2
2.1 0.7 -0.3
-1.0 0.0 -1.0
-4.6 -1.4 -3.4

Results
Electronic energy, hartree: -579.23666
Orbital gap (alpha / beta), eV: 6.4 / 7.0
HOMO energy (alpha / beta), eV: -5.662 / -9.501
Multiplicity: 3
⟨S²⟩: 2.01

---

# C27H20NO2PRhS

A structure of composition C27H20NO2PRhS at a distorted geometry (ωB97M-V/def2-TZVPD, OMol25).

Positions of all 53 atoms, in Å:
Rh 0.0230 -1.1009 -1.5630
S 3.6370 1.2343 -0.3595
P -1.0441 -1.0027 0.3311
O -2.8629 -3.9812 -1.3861
O -1.1862 -2.6220 -1.9321
N 1.4457 0.3869 -1.3729
C -2.0816 -2.4784 0.2946
C -1.6776 0.1649 2.7339
C 0.4859 -0.9282 2.6258
C -3.4709 2.4124 -1.5680
C 2.6483 -1.4476 -0.4857
C 3.7177 -3.4504 0.2668
C -0.7010 -0.5266 2.0150
C 1.5266 -2.1826 -0.8969
C -2.0976 -3.1009 -1.1031
C 0.6608 3.8375 -2.4631
C -0.2716 0.0424 4.6843
C 2.5312 -0.0031 -0.7503
C 1.7709 4.4845 -1.9002
C -2.4780 2.6957 -0.6345
C 1.5024 -3.5565 -0.7200
C 2.7443 3.7786 -1.2253
C -1.4540 0.4402 4.0728
C -2.0268 0.3395 -0.4012
C -1.7500 1.6704 -0.0633
C 2.5777 2.3989 -1.1058
C 0.6986 -0.6406 3.9648
C 0.4865 2.4769 -2.3304
C 2.6099 -4.1788 -0.1428
C 1.4482 1.7639 -1.6211
C -3.7297 1.1018 -1.9325
C -3.0125 0.0612 -1.3525
C 3.7439 -2.0720 0.0902
H 2.6002 -5.2534 -0.0125
H -3.2584 -0.9566 -1.6252
H 1.2393 -1.4658 2.0593
H 4.5624 -3.9528 0.7166
H 1.8697 5.5564 -2.0035
H -1.6851 -3.2281 0.9841
H -0.0655 4.4153 -3.0186
H -3.0851 -2.2190 0.6371
H -2.2731 3.7200 -0.3528
H -0.3665 1.9730 -2.7676
H 3.6116 4.2758 -0.8137
H -2.6017 0.4762 2.2652
H -0.9830 1.9003 0.6666
H 0.6499 -4.1386 -1.0412
H -4.5023 0.8766 -2.6549
H 4.6142 -1.4988 0.3877
H 1.6174 -0.9497 4.4439
H -4.0418 3.2181 -2.0101
H -0.1090 0.2642 5.7305
H -2.2074 0.9693 4.6404

Atoms 1-6, force components in eV/Å:
0.5 -0.3 0.1
0.0 0.1 0.0
-1.0 0.6 -0.8
-0.1 0.1 0.1
-0.2 0.0 0.1
-0.1 0.4 0.1

Results
Net charge: +1
Electronic energy, hartree: -2096.05556
Orbital gap, eV: 7.4
Energy above the lowest of the compared OMol25 structures with the same formula, charge and spin, kJ/mol: 0.00
HOMO energy, eV: -11.728

---

# C6H11N

A cluster of 3 separate species, C6H11N in total at a distorted geometry (ωB97M-V/def2-TZVPD, OMol25).

Positions of all 18 atoms, in Å:
N -0.5267 -2.0521 -0.1031
C 0.2525 0.3274 0.4095
C 0.5880 1.2466 -0.7385
C 2.1782 -1.0929 0.3129
C 0.0409 -1.0208 0.2143
C -2.6667 0.8595 -0.2514
C -1.7831 0.5685 0.6928
H 0.3244 0.8014 -1.6982
H 2.4310 -1.3856 -0.7054
H -3.6932 1.1528 -0.0243
H 0.5419 0.6117 1.4126
H -2.0726 0.5741 1.7440
H 2.2601 -1.9196 1.0178
H -2.3953 0.8364 -1.3057
H 0.0501 -2.8803 -0.2371
H 1.6582 1.4563 -0.7437
H 0.0219 2.1733 -0.6402
H 2.7904 -0.2567 0.6438

Atoms 1-6, force components in eV/Å:
-0.7 0.4 0.2
-6.3 2.0 0.8
0.2 -0.2 -0.1
-1.4 -1.2 -0.2
5.5 -1.8 -0.7
0.4 -0.1 0.0

Results
Electronic energy, hartree: -289.74361
Orbital gap, eV: 8.1
Energy above the lowest of the compared OMol25 structures with the same formula, charge and spin, kJ/mol: 598.80
HOMO energy, eV: -7.151

---

Q: Look up the electronic energy of the third one.
A: -2096.05556 hartree

---

Q: The highest electronic energy belongs to which entry?
A: C5H10N

---

Q: Look up the electronic energy of the second one.
A: -579.23666 hartree

---

Q: Which value of electronic energy does entry 2 give?
A: -579.23666 hartree